{
  "formula": "C40H39AsF5IN5O7RbS3",
  "method": "ωB97M-V with the def2-TZVPD basis set",
  "elements": ["Rb", "C", "C", "C", "C", "C", "C", "C", "C", "N", "C", "C", "C", "C", "N", "C", "C", "C", "C", "C", "C", "C", "C", "H", "H", "H", "H", "H", "H", "H", "H", "H", "H", "H", "H", "H", "H", "H", "H", "H", "H", "H", "H", "H", "H", "H", "H", "O", "As", "O", "O", "C", "C", "C", "C", "C", "C", "S", "O", "O", "O", "H", "H", "H", "H", "H", "N", "C", "S", "C", "C", "C", "N", "C", "C", "H", "H", "H", "H", "H", "H", "N", "C", "O", "C", "I", "H", "H", "H", "H", "F", "C", "C", "F", "C", "F", "C", "S", "C", "F", "C", "F"],
  "positions_angstrom": [[1.4142, -0.2064, 0.1815], [0.1602, 2.8884, -2.1083], [-0.6148, 3.7337, -1.1412], [-0.1543, 4.9853, -0.7554], [-0.8203, 5.7285, 0.2080], [-1.9554, 5.2116, 0.8068], [-2.4430, 3.9565, 0.4578], [-3.6087, 3.3802, 1.2134], [-1.7746, 3.2365, -0.5346], [-2.1827, 1.9113, -0.8169], [-2.7183, 1.5661, -1.9071], [-3.0655, 2.4867, -3.0480], [-3.0749, 0.1059, -2.0497], [-4.3270, -0.2224, -2.8248], [-2.3134, -0.7356, -1.4947], [-2.5919, -2.1166, -1.4399], [-3.5363, -2.6215, -0.5381], [-4.4436, -1.7282, 0.2684], [-3.6422, -4.0040, -0.3959], [-2.8569, -4.8648, -1.1401], [-1.9548, -4.3451, -2.0597], [-1.8041, -2.9760, -2.2233], [-0.8359, -2.4086, -3.2218], [1.0315, 3.4126, -2.4952], [-0.4399, 2.5419, -2.9523], [0.5400, 2.0022, -1.6037], [0.7579, 5.3622, -1.2025], [-0.4369, 6.6949, 0.5114], [-2.4593, 5.7666, 1.5910], [-4.4034, 4.1196, 1.3307], [-3.2628, 3.0897, 2.2084], [-4.0234, 2.5010, 0.7227], [-2.7078, 3.4936, -2.8449], [-4.1472, 2.5181, -3.1965], [-2.6166, 2.1264, -3.9766], [-5.1840, 0.3157, -2.4124], [-4.5282, -1.2910, -2.7951], [-4.2162, 0.0882, -3.8657], [-4.0908, -0.7000, 0.2978], [-4.5167, -2.0784, 1.2985], [-5.4539, -1.7243, -0.1529], [-4.3536, -4.3990, 0.3215], [-2.9399, -5.9364, -1.0062], [-1.3383, -5.0130, -2.6501], [-0.3139, -3.2075, -3.7484], [-0.0865, -1.7611, -2.7603], [-1.3573, -1.7956, -3.9620], [2.5760, 0.6923, -4.7518], [2.8979, 0.3330, -3.0089], [3.3018, 1.7181, -2.2379], [1.5203, -0.4612, -2.5560], [4.4563, -0.8331, -3.3060], [5.1428, -0.5961, -4.4981], [6.2819, -1.3107, -4.8381], [6.7612, -2.2896, -3.9835], [6.0975, -2.5347, -2.7929], [4.9578, -1.8156, -2.4504], [4.1941, -2.2626, -0.8888], [5.2086, -3.0139, -0.1555], [3.0449, -3.0822, -1.2647], [3.8348, -0.9944, -0.2654], [1.6369, 0.4901, -4.8381], [4.7673, 0.1565, -5.1769], [6.7893, -1.0970, -5.7718], [7.6497, -2.8574, -4.2344], [6.4530, -3.2805, -2.0954], [-2.4378, 1.3764, 6.0441], [-3.2160, 0.4969, 5.4095], [-4.7841, 0.1712, 5.8228], [-2.5138, -0.1101, 4.2551], [-2.9277, 0.1666, 2.9672], [-2.0548, -0.1151, 1.9298], [-0.8945, -0.7389, 2.1041], [-0.5772, -1.1419, 3.3309], [-1.3239, -0.8058, 4.4445], [-2.8490, 1.9394, 6.7701], [-1.6089, 1.7148, 5.5655], [-3.8442, 0.7114, 2.7901], [-2.2635, 0.2215, 0.9211], [0.3586, -1.6838, 3.4210], [-0.9753, -1.0461, 5.4404], [2.9915, -4.6250, 1.3206], [1.8700, -3.9079, 1.0705], [1.6092, -2.8493, 1.6150], [0.8394, -4.4118, 0.0764], [1.0852, -6.3786, -0.7318], [3.7595, -4.0455, 1.6384], [3.2732, -5.2468, 0.5775], [0.8755, -3.7398, -0.7773], [-0.1448, -4.3902, 0.5335], [0.4051, 7.4640, 6.4395], [0.2335, 6.3382, 5.7160], [-1.0084, 5.7410, 5.6205], [-2.0581, 6.2939, 6.2622], [-1.1700, 4.5886, 4.8771], [-2.4111, 4.0621, 4.8489], [-0.1254, 3.9530, 4.1855], [-0.3573, 2.5213, 3.2558], [1.1155, 4.6005, 4.3152], [2.1957, 4.0980, 3.7051], [1.2973, 5.7532, 5.0533], [2.5135, 6.3234, 5.1403]],
  "lowdin_charge": [0.823, -0.025, -0.204, -0.044, -0.089, -0.064, -0.219, -0.041, -0.195, 0.178, -0.265, -0.017, -0.263, -0.011, 0.187, -0.193, -0.207, -0.039, -0.062, -0.104, -0.086, -0.204, -0.029, 0.082, 0.071, 0.044, 0.109, 0.095, 0.110, 0.077, 0.056, 0.062, 0.082, 0.079, 0.090, 0.089, 0.080, 0.081, 0.051, 0.084, 0.082, 0.107, 0.094, 0.087, 0.083, 0.041, 0.080, -0.294, 0.813, -0.490, -0.612, -0.203, -0.101, -0.102, -0.099, -0.073, -0.245, 0.430, -0.355, -0.344, -0.510, 0.013, 0.088, 0.091, 0.092, 0.100, 0.120, -0.865, 0.568, -0.287, -0.049, -0.175, 0.030, -0.144, -0.027, 0.097, 0.063, 0.109, 0.071, 0.099, 0.115, 0.148, -0.649, -0.024, -0.533, 0.782, 0.102, 0.032, 0.037, 0.052, 0.078, -0.164, -0.163, 0.082, -0.261, 0.042, -0.616, 0.640, -0.255, 0.071, -0.158, 0.090],
  "homo_ev": -2.7,
  "energy_ev": -179589.2588,
  "homo_lumo_gap_ha": 0.22187,
  "de_lowest_kj_mol": 106.3,
  "total_charge": -2
}